Entry 1:
A 2-piece molecular cluster, C2H6N3 overall at a distorted geometry, computed with ωB97M-V with the def2-TZVPD basis set.

```
! wB97M-V def2-TZVPD RIJCOSX def2/J DEFGRID3
* xyz 1 1
C 0.154 -0.535 -0.303
C 0.592 1.535 1.260
N -0.227 1.543 2.107
N -0.130 0.155 -1.423
N 0.001 -1.844 -0.327
H 1.342 2.152 0.760
H -0.905 0.986 2.412
H -0.422 -0.410 -2.185
H -0.215 1.151 -1.602
H -0.255 -2.294 -1.155
H 0.065 -2.439 0.455
*
```

Results
HOMO level (spin up / spin down): -13.6278 / -13.6272 eV
E: -6631.4605 eV
relative energy (zero: lowest compared OMol25 entry of this formula, charge and spin): 349.9 kJ/mol

The computed Löwdin charges, all in e, follow:
1 C -0.21
2 C 0.16
3 N 0.26
4 N 0.09
5 N 0.12
6 H 0.13
7 H 0.07
8 H 0.09
9 H 0.11
10 H 0.09
11 H 0.10

Entry 2:
An isolated ion of composition C2H6N3O and charge +1 at a distorted geometry, computed with ωB97M-V with the def2-TZVPD basis set.

```
! wB97M-V def2-TZVPD RIJCOSX def2/J DEFGRID3
* xyz 1 1
C -0.634 1.810 -0.198
C -0.513 -0.761 0.249
N -0.678 0.987 -1.172
N -0.536 -0.177 -1.311
N 1.062 -1.222 0.286
O -0.698 0.211 1.030
H 0.332 2.202 -0.027
H -1.477 2.429 0.080
H -1.076 -1.697 0.202
H 1.511 -1.407 -0.674
H 1.181 -2.075 0.854
H 1.525 -0.300 0.681
*
```

Results
HOMO level: -15.2172 eV
SMILES: C=[N+]=N[C@@H]([NH3+])[O-]
E: -8678.7061 eV
relative energy (zero: lowest compared OMol25 entry of this formula, charge and spin): 435.3 kJ/mol

The computed Löwdin charges, all in e, follow:
1 C 0.11
2 C -0.39
3 N 0.00
4 N 0.18
5 N 0.19
6 O -0.04
7 H 0.12
8 H 0.14
9 H 0.16
10 H 0.18
11 H 0.15
12 H 0.20

Entry 3:
A 2-piece molecular cluster, C2H6N3O2 overall at a distorted geometry, computed with ωB97M-V with the def2-TZVPD basis set.

```
! wB97M-V def2-TZVPD RIJCOSX def2/J DEFGRID3
* xyz -1 1
O -0.948 1.855 0.236
C -0.096 2.538 0.950
O 0.739 2.083 1.787
H -0.191 3.643 0.844
N 0.030 -0.593 0.631
C 0.041 -1.061 -0.630
N 0.554 -2.341 -0.795
N -0.395 -0.411 -1.690
H -0.331 0.386 0.778
H 0.624 -1.005 1.321
H -0.006 -3.024 -0.200
H 0.584 -2.629 -1.807
H -0.606 0.559 -1.424
*
```

Results
HOMO level: -4.3717 eV
E: -10738.5760 eV
relative energy (zero: lowest compared OMol25 entry of this formula, charge and spin): 65.1 kJ/mol

The computed Löwdin charges, all in e, follow:
1 O -0.19
2 C -0.55
3 O -0.14
4 H 0.09
5 N 0.11
6 C -0.69
7 N 0.03
8 N 0.05
9 H 0.04
10 H 0.08
11 H 0.10
12 H 0.08
13 H -0.01

Entry 4:
An isolated ion of composition C2H6N3O2 and charge -1 at a distorted geometry, computed with ωB97M-V with the def2-TZVPD basis set.

```
! wB97M-V def2-TZVPD RIJCOSX def2/J DEFGRID3
* xyz -1 1
C -0.606 0.259 -1.664
C 0.534 -0.138 1.688
N 1.476 -0.719 -1.246
N 0.347 -0.375 -0.725
N -0.217 -0.724 0.630
O -1.579 -0.457 0.786
O 2.323 -1.309 -0.522
H -0.890 -0.259 -2.513
H -1.575 0.306 -1.213
H -0.208 1.298 -1.890
H 1.556 0.014 1.433
H 0.131 0.875 1.968
H 0.469 -0.656 2.585
*
```

Results
HOMO level: -2.2233 eV
SMILES: CN([O-])N(C)N=O
E: -10731.7462 eV
relative energy (zero: lowest compared OMol25 entry of this formula, charge and spin): 724.0 kJ/mol

The computed Löwdin charges, all in e, follow:
1 C -0.06
2 C -0.15
3 N -0.13
4 N -0.15
5 N -0.28
6 O -0.35
7 O -0.19
8 H 0.04
9 H 0.04
10 H 0.09
11 H 0.04
12 H 0.08
13 H 0.04

Entry 5:
C2H6N3O2 as an isolated structure at a distorted geometry, computed with ωB97M-V with the def2-TZVPD basis set.

```
! wB97M-V def2-TZVPD RIJCOSX def2/J DEFGRID3
* xyz -1 1
C 1.665 1.600 0.691
C 0.379 0.813 0.480
N -1.661 -1.540 -0.809
N -2.778 -0.961 -0.919
N 0.475 -0.475 0.439
O 1.567 -1.049 0.602
O -1.187 -2.379 -1.691
H 2.191 2.074 -0.238
H 1.523 2.269 1.544
H 2.298 0.784 1.173
H -0.598 1.282 0.551
H -0.629 -1.140 -0.087
H -3.244 -1.278 -1.738
*
```

Results
HOMO level: -3.6664 eV
E: -10732.7766 eV
relative energy (zero: lowest compared OMol25 entry of this formula, charge and spin): 624.6 kJ/mol

The computed Löwdin charges, all in e, follow:
1 C -0.14
2 C -0.24
3 N -0.34
4 N 0.01
5 N -0.26
6 O -0.21
7 O -0.22
8 H 0.09
9 H 0.04
10 H 0.06
11 H 0.08
12 H 0.13
13 H 0.00

Entry 6:
A 2-piece molecular cluster, C2H6N3O2 overall at a distorted geometry, computed with ωB97M-V with the def2-TZVPD basis set.

```
! wB97M-V def2-TZVPD RIJCOSX def2/J DEFGRID3
* xyz -1 3
C -0.446 0.686 -1.222
C 0.372 1.160 0.024
N -1.070 -1.086 1.380
N 0.113 -1.319 0.976
N 1.388 0.128 0.464
O 2.141 -0.338 -0.419
O -1.745 -1.985 1.922
H 0.370 0.385 -1.890
H -1.046 -0.148 -0.882
H -1.166 1.365 -1.689
H 0.941 2.014 -0.262
H -0.154 1.412 0.860
H 0.301 -2.274 0.737
*
```

Results
HOMO level (spin up / spin down): -1.7579 / -3.3967 eV
expectation value of S²: 2.0103
E: -10730.5431 eV
relative energy (zero: lowest compared OMol25 entry of this formula, charge and spin): 13.1 kJ/mol

The computed Löwdin charges, all in e, follow:
1 C -0.10
2 C -0.24
3 N -0.31
4 N -0.03
5 N -0.19
6 O -0.15
7 O -0.25
8 H 0.06
9 H 0.03
10 H 0.06
11 H 0.07
12 H 0.05
13 H 0.04

Entry 7:
An isolated ion of composition C2H6N3O2 and charge +1 at a distorted geometry, computed with ωB97M-V with the def2-TZVPD basis set.

```
! wB97M-V def2-TZVPD RIJCOSX def2/J DEFGRID3
* xyz 1 1
C -0.365 -0.038 -0.518
C 1.367 -0.337 1.255
N -0.713 0.055 -1.788
N -1.679 0.714 0.445
N 0.813 -0.342 -0.073
O -2.686 0.489 -0.100
O -1.283 1.400 1.282
H 1.020 0.514 1.908
H 2.473 -0.098 1.078
H 1.358 -1.196 1.962
H -1.671 0.241 -2.118
H -0.050 -0.457 -2.525
H 1.417 -0.943 -0.807
*
```

Results
HOMO level: -15.6483 eV
SMILES: C/[NH+]=C(/N)[N+](=O)[O-]
E: -10724.9954 eV
relative energy (zero: lowest compared OMol25 entry of this formula, charge and spin): 381.0 kJ/mol

The computed Löwdin charges, all in e, follow:
1 C -0.17
2 C -0.06
3 N 0.19
4 N -0.29
5 N 0.03
6 O 0.17
7 O 0.20
8 H 0.11
9 H 0.13
10 H 0.11
11 H 0.14
12 H 0.21
13 H 0.24

Entry 8:
A 2-piece molecular cluster, C2H6N3O3S overall at a distorted geometry, computed with ωB97M-V with the def2-TZVPD basis set.

```
! wB97M-V def2-TZVPD RIJCOSX def2/J DEFGRID3
* xyz 1 1
C 0.305 3.392 0.246
C -0.254 -0.313 -0.104
N 0.467 -1.463 -0.156
N 0.252 0.920 -0.123
N -1.612 -0.352 -0.258
O 3.033 1.192 0.002
O 3.250 -1.221 -0.015
O -0.617 1.987 -0.184
S 3.938 0.099 0.029
H 1.435 3.209 0.108
H 1.492 -1.405 -0.290
H -0.005 -2.265 0.145
H 1.295 0.987 0.084
H -2.025 -1.238 0.089
H -2.213 0.434 -0.153
*
```

Results
HOMO level (spin up / spin down): -13.8668 / -13.8632 eV
E: -23605.9375 eV
relative energy (zero: lowest compared OMol25 entry of this formula, charge and spin): 571.0 kJ/mol

The computed Löwdin charges, all in e, follow:
1 C 0.41
2 C -0.37
3 N 0.21
4 N -0.02
5 N 0.20
6 O -0.44
7 O -0.42
8 O -0.15
9 S 1.06
10 H 0.00
11 H 0.07
12 H 0.11
13 H 0.10
14 H 0.15
15 H 0.11

Entry 9:
An isolated ion of composition C2H6N3OS and charge +1 at a distorted geometry, computed with ωB97M-V with the def2-TZVPD basis set.

```
! wB97M-V def2-TZVPD RIJCOSX def2/J DEFGRID3
* xyz 1 1
C 0.300 0.968 0.273
C -0.538 -1.700 -0.598
N 0.296 1.308 -0.999
N -0.418 -2.992 -0.154
N 0.612 1.654 1.363
O -0.790 -1.197 -1.641
S -0.084 -0.620 0.816
H 0.505 2.167 -1.383
H -0.262 0.734 -1.697
H -1.056 -3.686 -0.472
H -0.111 -3.089 0.768
H 1.190 2.530 1.387
H 0.730 1.097 2.144
*
```

Results
HOMO level: -14.7011 eV
E: -19518.2217 eV
relative energy (zero: lowest compared OMol25 entry of this formula, charge and spin): 0.0 kJ/mol

The computed Löwdin charges, all in e, follow:
1 C -0.64
2 C -0.72
3 N 0.20
4 N 0.15
5 N 0.13
6 O 0.07
7 S 1.13
8 H 0.11
9 H 0.15
10 H 0.13
11 H 0.06
12 H 0.18
13 H 0.06

Entry 10:
An isolated ion of composition C2H6N3S and charge +1 at a distorted geometry, computed with ωB97M-V with the def2-TZVPD basis set.

```
! wB97M-V def2-TZVPD RIJCOSX def2/J DEFGRID3
* xyz 1 1
C 0.246 -0.910 -0.587
C -0.468 1.701 0.833
N 0.327 -0.980 0.681
N -0.995 1.411 -0.400
N 0.730 -1.504 -1.602
S 0.167 0.153 1.918
H 0.415 2.364 0.922
H -1.170 1.839 1.575
H 0.523 -1.919 1.107
H -1.954 1.112 -0.429
H 1.580 -2.069 -1.491
H 0.599 -1.200 -2.528
*
```

Results
HOMO level (spin up / spin down): -13.4596 / -13.4605 eV
E: -17464.8598 eV
relative energy (zero: lowest compared OMol25 entry of this formula, charge and spin): 509.3 kJ/mol

The computed Löwdin charges, all in e, follow:
1 C -0.14
2 C -0.45
3 N -0.35
4 N 0.10
5 N 0.22
6 S 0.98
7 H 0.09
8 H 0.03
9 H 0.16
10 H 0.06
11 H 0.16
12 H 0.13

The lowest relative energy (zero: lowest compared OMol25 entry of this formula, charge and spin) belongs to which entry?
C2H6N3OS

The highest relative energy (zero: lowest compared OMol25 entry of this formula, charge and spin) belongs to which entry?
number 4

Which value of E does entry 1 give?
-6631.4605 eV